# 1
# C2H11N2O2

A cluster of 3 separate species, C2H11N2O2 in total in a non-equilibrium geometry (wB97M-V/def2-TZVPD, the OMol25 dataset).

```
17
Properties=species:S:1:pos:R:3:forces:R:3:lowdin_charge:R:1
C -0.841 0.093 -0.781 -1.258 2.029 -1.410 -0.1532
C -0.864 -1.196 -1.180 -0.073 1.393 -0.335 -0.1756
N -0.233 -1.394 -2.339 0.818 0.033 -0.618 0.1115
N -1.075 0.548 0.578 2.857 -3.949 2.380 0.1359
H -1.054 0.810 -1.596 1.134 -0.001 0.815 0.1363
H -1.567 -1.887 -0.805 0.049 -1.506 0.911 0.1263
H -0.125 -2.238 -2.832 -0.762 -1.337 -0.243 0.1031
H 0.607 -0.867 -2.472 0.069 0.610 0.018 0.1103
H -1.894 0.902 1.005 -1.733 1.236 -0.532 0.1369
H -1.036 -0.414 1.060 0.215 1.642 -0.168 0.1882
H -0.241 1.080 1.044 -1.520 -0.441 -0.943 0.1323
H 1.952 -2.011 0.996 1.291 0.426 0.015 0.0431
H 3.194 -0.897 1.022 -0.137 -1.007 -0.046 0.0443
O 2.252 -1.090 1.071 -1.257 0.595 0.015 -0.0759
H -0.353 3.188 2.349 -0.001 -0.237 0.100 0.0729
H 0.725 3.177 1.230 -1.418 -1.789 1.577 0.1392
O 0.145 2.552 1.816 1.725 2.303 -1.535 -0.0756
```
Positions in Å, forces in eV/Å.

The spin multiplicity is 1. Its energy above the lowest of the compared OMol25 structures with the same formula, charge and spin is 3.029 eV. As for the total charge: +1.

# 2
# C42H37Cl2N14O3Y

A structure of composition C42H37Cl2N14O3Y in a non-equilibrium geometry (wB97M-V/def2-TZVPD, the OMol25 dataset).

```
99
Properties=species:S:1:pos:R:3:forces:R:3:lowdin_charge:R:1
Y -0.072 -1.212 -0.927 -0.379 0.121 -0.465 1.5126
Cl -2.627 -0.726 -7.398 0.154 -0.834 -0.171 0.6708
C -1.714 -1.499 -6.110 -0.708 -0.929 -1.397 -0.6407
C -1.416 -0.609 -5.127 1.525 -0.010 2.230 -0.0813
C -0.647 -1.028 -3.997 -0.692 0.265 -0.623 -0.2495
N -0.182 -0.214 -2.929 0.017 1.283 -1.600 -0.0615
C 0.377 0.998 -3.326 0.096 -1.199 3.022 -0.4366
O 0.277 1.595 -4.356 0.222 0.465 -0.560 0.1130
C 1.227 1.548 -2.100 -1.095 -0.025 -0.434 -0.1647
C 1.806 2.778 -2.199 0.709 0.328 0.617 0.0185
C 2.620 3.282 -1.152 0.398 -0.227 0.883 0.0127
C 2.762 2.538 0.040 -2.021 -0.717 -2.033 0.0048
C 1.882 1.403 0.077 2.467 1.182 2.178 -0.1406
N 1.210 0.882 -0.913 -0.493 -0.280 -1.086 -0.0075
C -0.360 -2.379 -3.872 0.640 -1.554 1.026 -0.2214
C -0.816 -3.296 -4.848 -0.177 -0.614 -1.098 -0.0596
C -1.399 -2.916 -6.057 -0.492 3.454 1.545 -0.6909
Cl -1.889 -4.003 -7.266 -0.006 -0.158 -0.074 0.7342
N 0.309 -2.711 -2.620 -0.644 -0.125 0.134 -0.0345
C 0.901 -3.928 -2.403 0.133 1.599 -0.909 -0.5247
O 0.991 -4.787 -3.229 0.151 -2.075 -1.122 0.0865
C 1.538 -4.132 -1.061 -0.931 1.318 1.960 -0.1214
C 1.995 -5.321 -0.618 0.677 -0.091 0.433 0.0308
C 2.277 -5.699 0.768 -0.638 1.528 0.906 -0.0536
C 2.524 -4.836 1.794 0.014 0.326 -1.306 -0.0262
C 2.844 -3.341 1.533 -0.686 -0.686 -0.288 -0.0651
N 1.151 -3.055 -0.179 -1.007 -2.459 -3.920 0.0252
H -1.699 0.433 -5.168 -0.020 -0.108 -0.340 0.1050
H 1.583 3.275 -3.120 0.372 0.580 -0.361 0.1212
H 3.148 4.240 -1.198 -0.290 -0.326 -0.408 0.1271
H 3.403 2.785 0.890 -0.376 0.043 -0.433 0.1083
H 1.848 0.940 1.066 -0.260 -0.398 -0.327 0.0904
H -0.759 -4.370 -4.814 0.747 -0.156 0.755 0.0968
H 2.115 -6.097 -1.357 -0.254 -0.104 -0.294 0.1272
H 2.068 -6.715 1.079 0.237 -0.197 -0.403 0.1131
H 2.493 -5.240 2.790 0.158 0.180 0.331 0.1042
H 3.200 -2.739 2.379 -0.096 -0.633 -0.335 0.0916
C -3.445 3.053 1.317 -1.947 1.509 -0.419 -0.0928
N -2.877 1.790 1.033 -0.019 -1.647 1.538 -0.0969
C -1.949 1.402 0.193 0.306 -0.886 -0.521 -0.1237
N -1.659 0.111 0.387 -0.371 0.352 0.455 -0.0215
C -2.460 -0.218 1.453 0.075 0.163 -0.828 -0.2180
N -3.215 0.757 1.862 0.119 0.213 -0.122 0.1559
C -2.482 4.179 1.160 0.808 1.007 0.100 -0.1886
C -2.968 5.464 0.847 -2.703 -3.091 -0.708 -0.0410
C -2.183 6.529 0.772 0.206 3.618 -0.451 -0.0729
C -0.859 6.455 1.094 0.772 -0.991 0.806 0.0004
C -0.333 5.232 1.487 0.622 -0.144 -0.262 -0.1114
C -1.126 4.067 1.438 0.235 1.071 0.184 0.0239
C 1.077 5.170 1.957 0.794 -0.411 -0.737 -0.2370
N 2.046 6.056 1.819 -2.643 -0.460 0.460 0.1118
N 3.103 5.604 2.533 0.882 -1.983 0.058 0.1159
C 2.828 4.388 2.907 -0.822 -0.343 0.814 -0.2618
O 1.513 4.006 2.587 1.014 2.299 -0.294 0.0651
C 3.601 3.410 3.723 -0.387 0.795 -0.251 -0.1561
C 4.907 3.678 4.084 0.496 0.146 0.755 -0.0169
C 5.632 2.755 4.826 -1.606 -1.444 -0.233 -0.0246
C 5.053 1.489 5.167 0.836 1.498 0.065 -0.0005
C 3.713 1.260 4.844 0.628 -1.065 -0.382 -0.1936
C 3.054 -0.126 5.015 -0.139 0.346 0.111 -0.1052
N 1.856 -0.210 4.168 -0.238 1.278 1.765 0.0224
C 1.567 -2.751 0.935 2.407 1.396 3.712 -0.3022
N 0.743 -1.675 1.458 -1.414 -0.827 -1.142 0.0634
C 0.715 -1.052 2.550 2.287 -0.962 -0.784 -0.1394
N 1.886 -1.090 3.328 0.143 -0.954 0.397 0.0550
C 3.016 2.235 4.158 -2.342 -0.700 -1.813 -0.0099
H -3.897 3.060 2.331 0.615 -0.393 -0.472 0.1585
H -4.329 3.178 0.650 0.593 0.156 0.257 0.1492
H -1.504 1.998 -0.570 0.152 0.477 -0.278 0.1455
H -2.500 -1.200 1.874 0.021 -0.318 0.249 0.1151
H -4.026 5.502 0.518 0.613 0.273 0.489 0.1360
H -2.592 7.538 0.520 0.251 -1.099 0.075 0.1457
H -0.242 7.312 1.125 0.539 0.783 -0.054 0.1167
H -0.590 3.164 1.630 -0.150 -0.744 0.330 0.1031
H 5.342 4.644 3.897 0.110 0.158 -0.393 0.1226
H 6.635 2.988 5.081 0.675 0.001 0.317 0.1030
H 5.715 0.792 5.701 -0.675 0.055 -0.306 0.1252
H 2.750 -0.256 6.063 -0.304 0.069 -0.237 0.1382
H 3.649 -0.993 4.756 0.770 0.170 -0.033 0.1124
H 3.554 -3.330 0.690 0.046 0.189 0.331 0.1363
H -0.083 -0.408 2.803 -0.807 0.869 0.372 0.1042
H 1.969 1.976 3.736 1.843 0.672 1.125 0.1344
N -4.788 -3.775 -2.406 1.999 -1.443 1.882 0.0851
C -4.618 -2.299 -2.611 -2.218 -0.337 -0.315 -0.1036
C -3.771 -1.741 -1.527 -0.221 -0.781 1.660 -0.1836
N -2.400 -2.331 -1.602 -1.001 0.127 -0.187 -0.0736
C -2.589 -3.785 -1.296 1.057 1.163 -0.843 -0.1729
C -3.428 -4.508 -2.299 -0.681 0.404 0.123 -0.0566
H -5.322 -4.221 -3.122 -0.799 -0.256 -0.650 0.1723
H -5.217 -3.960 -1.464 -0.087 0.398 -1.221 0.2021
H -5.660 -2.008 -2.477 0.046 0.804 -0.179 0.1446
H -4.355 -2.070 -3.651 0.401 -0.269 0.275 0.1580
H -4.264 -2.029 -0.532 0.822 0.214 -1.088 0.1493
H -3.883 -0.668 -1.512 0.754 0.457 -0.334 0.1217
H -2.165 -2.277 -2.610 0.396 0.081 0.437 0.0782
H -2.971 -3.812 -0.303 -0.402 -0.413 0.885 0.1187
H -1.636 -4.287 -1.336 0.567 -0.072 0.232 0.1187
H -3.516 -5.543 -1.953 -0.595 0.137 -0.396 0.1525
H -2.989 -4.462 -3.283 0.222 -0.081 -0.360 0.1289
```
Positions in Å, forces in eV/Å.

The spin multiplicity is 1. As for the total charge: +2.

# 3
# C2H12N4O2

A cluster of 2 separate species, C2H12N4O2 in total in a non-equilibrium geometry (wB97M-V/def2-TZVPD, the OMol25 dataset).

```
20
Properties=species:S:1:pos:R:3:forces:R:3:lowdin_charge:R:1
C 1.607 0.717 -1.063 -0.162 0.120 0.099 -0.0508
N 0.999 0.331 1.206 0.032 -0.193 -0.045 -0.2390
N 0.527 0.340 -0.151 0.014 0.471 0.299 -0.3184
N 1.242 1.641 1.647 -0.211 0.117 -0.124 0.0565
N -0.680 1.112 -0.278 -0.482 -2.087 -0.328 0.0391
O -0.013 -0.300 1.959 -0.034 0.111 -0.089 -0.0412
H -0.858 0.107 1.670 0.241 0.117 0.006 0.0744
H 0.377 2.139 1.866 0.049 -0.206 -0.025 0.0772
H 1.818 1.583 2.477 -0.079 -0.073 -0.084 0.0864
H -0.480 2.034 -0.663 -0.400 -0.476 -0.316 0.0823
H -1.309 0.334 -0.788 1.031 2.522 0.498 0.1247
H 2.469 0.095 -0.838 0.013 -0.001 -0.024 0.0895
H 1.259 0.530 -2.077 0.014 -0.035 0.014 0.0906
H 1.873 1.769 -0.946 0.030 0.001 0.027 0.0736
C -1.755 -2.345 -0.646 0.074 -0.028 0.224 -0.1993
O -1.041 -1.305 -1.263 1.877 0.977 0.886 -0.2722
H -0.137 -0.876 -0.659 -2.102 -1.310 -1.046 0.1144
H -2.589 -2.636 -1.290 0.073 0.050 -0.030 0.0719
H -1.130 -3.229 -0.484 -0.024 0.000 0.045 0.0728
H -2.179 -2.039 0.320 0.047 -0.078 0.014 0.0677
```
Positions in Å, forces in eV/Å.

The spin multiplicity is 1. Its energy above the lowest of the compared OMol25 structures with the same formula, charge and spin is 0.000 eV. As for the total charge: 0.

no.,HOMO energy (eV),gap between HOMO and LUMO (Ha)
1,-12.462,0.3455
2,-12.015,0.2106
3,-9.418,0.3817